# 1
A single C3H5IO3 molecule. Source: the OMol25 dataset; level of theory: wB97M-V/def2-TZVPD.

Properties
**E**: -640.67144 a.u.
**Total charge**: 0
**SMILES string**: COC(=O)[C@H](O)I

Element x y z (Å)
C 1.495 1.498 0.541
O 0.613 0.445 0.609
C 0.009 0.098 -0.467
O 0.058 0.515 -1.570
C -1.037 -1.177 -0.012
O -0.999 -2.196 -1.020
I -2.888 0.133 0.137
H 2.617 1.208 0.422
H 1.214 2.100 1.355
H 1.239 2.001 -0.348
H -1.026 -1.523 1.078
H -1.295 -3.101 -0.727

# 2
C2H8O2 as an isolated structure. Source: the OMol25 dataset; level of theory: wB97M-V/def2-TZVPD.

Properties
**E**: -231.38198 a.u.
**Total charge**: -1
**2S+1**: 2

Element x y z (Å)
O -1.381 1.991 1.540
H -1.462 2.974 1.457
H -0.683 1.713 0.943
H 0.857 1.685 2.723
C -0.217 -0.907 -0.713
O 0.046 0.295 -0.486
C 0.507 -1.713 -1.721
H -0.760 -1.383 0.057
H 0.760 -1.148 -2.604
H -0.112 -2.583 -2.072
H 1.360 -2.112 -1.236
H 1.083 1.188 2.111

# 3
A 9-piece molecular cluster, C30H76N2O15 overall. Source: the OMol25 dataset; level of theory: wB97M-V/def2-TZVPD.

Properties
**E**: -2426.56228 a.u.
**Total charge**: 0
**SMILES string**: CC1(C)CCCC(C)(C)N1O.CC1(C)CCCC(C)(C)N1O.OCCO.OCCO.OCCO.OCCO.OCCO.OCCO.O

Element x y z (Å)
C -3.664 -6.629 -1.856
C -3.202 -5.286 -1.282
C -3.136 -5.472 0.255
C -1.780 -5.027 -1.793
C -1.353 -3.568 -1.780
C -2.408 -2.674 -2.431
C -3.770 -2.843 -1.782
C -3.763 -2.158 -0.394
C -4.809 -2.143 -2.649
N -4.120 -4.241 -1.637
O -5.408 -4.475 -1.181
H -3.865 -6.545 -2.926
H -2.904 -7.391 -1.676
H -4.555 -6.982 -1.330
H -4.100 -5.458 0.758
H -2.631 -6.414 0.509
H -2.461 -4.737 0.715
H -1.052 -5.645 -1.272
H -1.778 -5.364 -2.843
H -1.104 -3.256 -0.757
H -0.376 -3.495 -2.273
H -2.369 -2.922 -3.494
H -2.068 -1.650 -2.259
H -2.828 -2.392 0.127
H -4.533 -2.576 0.252
H -3.809 -1.075 -0.504
H -4.691 -1.060 -2.563
H -5.823 -2.331 -2.294
H -4.701 -2.444 -3.691
H -5.915 -4.671 -1.979
C -3.265 0.994 1.603
C -2.947 1.792 2.881
C -3.182 3.263 2.644
C -3.896 1.323 4.007
C -3.550 -0.032 4.600
C -2.059 -0.146 4.908
C -1.078 0.307 3.782
C 0.268 0.446 4.469
C -1.013 -0.791 2.690
N -1.562 1.591 3.326
O -0.634 2.181 2.380
H -4.251 1.390 1.305
H -2.638 1.254 0.741
H -3.379 -0.083 1.642
H -2.769 3.856 3.464
H -2.640 3.611 1.753
H -4.203 3.574 2.426
H -3.928 2.138 4.733
H -4.882 1.195 3.550
H -4.056 -0.173 5.559
H -3.878 -0.859 3.967
H -1.832 -1.209 5.045
H -1.793 0.451 5.782
H 1.144 0.455 3.811
H 0.469 -0.382 5.154
H 0.283 1.357 5.081
H -0.155 -1.444 2.880
H -0.927 -0.329 1.710
H -1.851 -1.495 2.681
H -0.255 2.884 2.922
O -0.075 1.895 -0.195
C 0.288 0.525 -0.404
C 1.274 0.271 -1.519
O 2.603 0.502 -1.026
H 0.365 2.249 0.596
H 0.708 0.060 0.498
H -0.640 -0.043 -0.588
H 1.105 0.853 -2.426
H 1.202 -0.799 -1.763
H 3.209 -0.004 -1.610
O 4.339 4.356 1.427
C 3.154 4.126 2.176
C 2.764 2.674 2.037
O 2.075 2.480 0.787
H 4.292 5.252 1.077
H 3.257 4.360 3.244
H 2.328 4.734 1.799
H 2.110 2.353 2.854
H 3.655 2.043 2.016
H 2.455 1.680 0.383
O 4.842 4.216 -4.268
C 3.552 4.406 -3.645
C 3.537 3.660 -2.311
O 2.314 3.953 -1.686
H 4.694 4.099 -5.212
H 3.439 5.480 -3.427
H 2.704 4.099 -4.264
H 4.413 4.006 -1.753
H 3.638 2.592 -2.540
H 2.293 3.557 -0.782
O -0.460 7.203 -0.699
C -0.029 5.887 -0.381
C -0.559 5.596 0.996
O 0.202 6.266 1.982
H -0.012 7.470 -1.509
H -0.397 5.166 -1.121
H 1.061 5.831 -0.448
H -0.572 4.524 1.170
H -1.573 6.002 1.040
H 0.353 7.144 1.603
O 7.655 -1.945 -3.945
C 6.288 -1.664 -3.974
C 5.848 -0.924 -2.723
O 4.450 -0.941 -2.574
H 8.121 -1.106 -3.848
H 5.963 -1.175 -4.898
H 5.722 -2.601 -3.978
H 6.159 0.124 -2.716
H 6.318 -1.416 -1.863
H 4.172 -1.747 -2.057
O 1.703 -5.276 0.878
C 2.709 -5.050 -0.124
C 2.960 -3.561 -0.245
O 4.064 -3.248 -1.101
H 2.098 -5.739 1.618
H 3.624 -5.578 0.170
H 2.319 -5.474 -1.051
H 3.124 -3.135 0.758
H 2.047 -3.068 -0.586
H 4.801 -3.853 -0.977
O -0.457 3.656 -2.383
H -0.599 2.868 -1.827
H 0.438 3.934 -2.131

# 4
C30H31BrCrN4O7PS2 as an isolated structure. Source: the OMol25 dataset; level of theory: wB97M-V/def2-TZVPD.

Properties
**E**: -6663.69520 a.u.
**Total charge**: 0
**2S+1**: 2

Element x y z (Å)
Cr 0.288 -0.017 0.797
C -1.875 2.574 -1.407
C -0.960 1.541 -1.239
N -1.227 0.403 -0.607
C -2.526 0.159 -0.294
C -3.514 1.170 -0.372
C -3.142 2.420 -0.891
C -4.841 0.912 0.082
C -5.219 -0.328 0.464
C -4.298 -1.408 0.409
C -4.694 -2.734 0.646
C -3.767 -3.740 0.554
C -2.450 -3.387 0.241
N -2.055 -2.164 -0.012
C -2.944 -1.168 0.070
H -1.569 3.496 -1.878
H 0.063 1.660 -1.579
H -3.849 3.234 -0.905
H -5.547 1.728 0.099
H -6.220 -0.524 0.819
H -5.728 -2.940 0.890
H -4.034 -4.776 0.699
H -1.684 -4.148 0.169
O 1.515 -0.117 2.304
S 0.574 0.265 3.426
O 0.769 -0.634 4.532
O 0.652 1.670 3.702
S -1.214 -0.202 2.563
O -1.556 2.496 1.813
C -0.419 2.776 1.466
O 0.416 1.947 0.970
C 0.050 4.211 1.447
C 0.646 4.700 0.287
C 1.045 6.016 0.205
C 0.860 6.848 1.302
C 0.253 6.379 2.462
C -0.157 5.060 2.529
N 1.317 8.210 1.228
O 1.917 8.543 0.224
O 1.084 8.946 2.162
H 0.780 4.042 -0.557
H 1.498 6.413 -0.690
H 0.113 7.057 3.290
H -0.628 4.666 3.414
Br 2.129 -6.267 -0.132
C 1.387 -4.550 0.149
C 1.096 -3.729 -0.940
C 0.655 -2.451 -0.693
N 0.509 -1.940 0.539
C 0.702 -2.771 1.571
C 1.138 -4.076 1.430
H 1.212 -4.085 -1.952
H 0.375 -1.792 -1.503
H 0.502 -2.371 2.558
H 1.273 -4.701 2.300
C 3.802 -1.779 0.796
C 3.909 -0.299 0.462
P 2.472 0.361 -0.493
C 2.795 -0.303 -2.211
C 4.098 0.083 -2.906
C 2.934 2.148 -0.635
C 4.403 2.551 -0.535
H 4.712 -2.123 1.286
H 3.644 -2.387 -0.093
H 2.976 -1.928 1.486
H 4.826 -0.094 -0.097
H 3.923 0.265 1.397
H 1.949 0.011 -2.831
H 2.750 -1.392 -2.129
H 4.130 1.148 -3.125
H 4.177 -0.457 -3.851
H 4.959 -0.184 -2.299
H 2.394 2.626 0.185
H 2.498 2.506 -1.574
H 4.803 2.290 0.440
H 4.476 3.632 -0.641
H 5.025 2.098 -1.301

# 5
A 2-piece molecular cluster, C8H12O2 overall. Source: the OMol25 dataset; level of theory: wB97M-V/def2-TZVPD.

Properties
**E**: -462.40238 a.u.
**Total charge**: -1
**2S+1**: 2

Element x y z (Å)
C 0.475 2.507 -1.021
C 1.290 -0.982 0.089
C 1.396 -0.730 1.478
C 0.901 0.153 -0.667
C 0.847 1.456 -0.086
C 1.396 0.459 2.090
C 1.041 1.603 1.347
O 1.542 -1.871 2.326
H 1.482 -1.924 -0.391
H 0.709 -0.165 -1.715
H 1.454 0.635 3.196
H 2.246 -2.317 2.116
H -0.230 2.167 -1.804
H 1.301 2.834 -1.630
H 0.981 2.583 1.718
H -0.011 3.404 -0.710
C -3.128 -1.668 -1.295
O -1.804 -2.017 -0.771
H -1.537 -1.429 -0.050
H -3.793 -1.491 -0.512
H -3.502 -2.486 -1.931
H -3.056 -0.721 -1.774